# 1
55
Properties=species:S:1:pos:R:3 method="wB97M-V/def2-TZVPD" charge=0 e_homo_ev=-8.7 smiles="CCOC(=O)c1ccc(NC(=O)CN2CCN(C(=O)[C@H]3CCCO3)CC2)cc1" homo_lumo_gap_ev=9.261
C -0.85 -6.32 7.06
C -0.78 -6.71 5.59
O -1.01 -5.59 4.74
C 0.03 -4.79 4.49
O 1.14 -4.98 4.92
C -0.33 -3.65 3.62
C -1.63 -3.44 3.16
C -1.92 -2.36 2.35
C -0.92 -1.46 1.99
N -1.15 -0.36 1.18
C -2.30 0.05 0.57
O -3.37 -0.50 0.63
C -2.08 1.34 -0.21
N -0.71 1.48 -0.66
C -0.34 2.85 -0.97
C 1.16 2.91 -1.30
N 1.45 2.03 -2.40
C 1.83 2.38 -3.65
O 1.98 1.55 -4.53
C 2.12 3.87 -3.89
C 2.41 4.13 -5.37
C 1.02 4.40 -5.92
C 0.37 5.15 -4.75
O 0.97 4.66 -3.56
C 1.06 0.66 -2.13
C -0.43 0.61 -1.80
C 0.39 -1.67 2.44
C 0.68 -2.75 3.25
H -1.81 -5.86 7.28
H -0.06 -5.61 7.29
H -0.73 -7.20 7.68
H -1.56 -7.43 5.33
H 0.21 -7.13 5.36
H -2.41 -4.13 3.44
H -2.93 -2.20 2.00
H -0.35 0.23 0.97
H -2.32 2.17 0.47
H -2.82 1.38 -1.03
H -0.55 3.48 -0.10
H -0.90 3.24 -1.84
H 1.43 3.93 -1.53
H 1.73 2.57 -0.42
H 2.94 4.18 -3.24
H 2.89 3.27 -5.82
H 3.05 5.01 -5.47
H 1.02 4.98 -6.83
H 0.51 3.45 -6.09
H -0.71 4.98 -4.69
H 0.55 6.23 -4.82
H 1.28 0.06 -3.01
H 1.64 0.29 -1.28
H -0.72 -0.41 -1.55
H -1.01 0.93 -2.69
H 1.17 -0.98 2.16
H 1.68 -2.92 3.61

# 2
16
Properties=species:S:1:pos:R:3 method="wB97M-V/def2-TZVPD" charge=0 e_homo_ev=-9.1 smiles="C=C(C)O.O.O" homo_lumo_gap_ev=9.470
C 0.41 -2.06 -0.15
C -0.20 -1.10 -0.84
C -1.59 -0.50 -0.71
O 0.41 -0.64 -2.01
H 0.20 -2.33 0.83
H 1.40 -2.35 -0.49
H -1.82 0.19 -1.65
H -2.50 -1.09 -0.58
H -1.52 0.24 0.02
H 0.86 0.14 -2.07
O 0.33 2.46 0.14
H 0.09 2.92 0.83
H 0.70 1.69 0.64
O 0.56 0.71 2.76
H -0.39 0.71 2.62
H 0.89 1.55 2.87

# 3
71
Properties=species:S:1:pos:R:3 method="wB97M-V/def2-TZVPD" charge=+2 e_homo_ev="-13.1 / -13.2" multiplicity=2 homo_lumo_gap_ev="7.442 / 5.344"
Ru 0.13 0.09 -0.41
C -0.53 -0.82 5.08
N 0.17 -0.19 3.98
C 1.00 0.96 4.35
C 0.10 -0.56 2.71
O 0.72 0.04 1.81
C -0.75 -1.78 2.35
O -0.75 -1.99 0.95
C -0.24 -3.22 0.49
C 1.07 -3.01 -0.26
O 1.48 -1.85 -0.48
N 1.73 -4.08 -0.68
C 1.21 -5.43 -0.67
C 2.99 -3.89 -1.40
H 0.19 -1.28 5.77
H -1.22 -1.59 4.75
H -1.08 -0.07 5.64
H 1.58 0.71 5.24
H 0.38 1.83 4.57
H 1.68 1.20 3.53
H -1.79 -1.62 2.66
H -0.35 -2.65 2.87
H -0.98 -3.66 -0.18
H -0.09 -3.91 1.32
H 0.44 -5.57 0.08
H 2.02 -6.13 -0.45
H 0.80 -5.69 -1.65
H 3.46 -2.97 -1.07
H 2.81 -3.85 -2.48
H 3.65 -4.73 -1.19
Cl 5.28 5.05 -0.51
C 3.79 4.22 -0.33
C 2.74 4.82 0.32
C 1.53 4.16 0.47
I -0.10 5.05 1.43
C 1.32 2.86 -0.01
O 0.19 2.24 0.10
C 2.42 2.24 -0.67
N 2.20 0.98 -1.11
C 3.19 0.32 -1.69
C 4.45 0.90 -1.90
C 4.68 2.18 -1.49
C 3.66 2.90 -0.84
H 2.86 5.82 0.71
H 2.98 -0.69 -2.00
H 5.22 0.32 -2.39
H 5.64 2.65 -1.66
C -2.42 2.20 -0.06
N -2.17 0.83 -0.55
C -2.91 -0.11 0.31
C -2.58 0.73 -1.95
C -2.01 -0.50 -2.61
N -0.54 -0.49 -2.61
C -0.01 0.58 -3.48
C -0.05 -1.79 -3.09
H -3.50 2.41 -0.08
H -1.91 2.93 -0.68
H -2.06 2.30 0.95
H -3.98 0.08 0.26
H -2.59 0.05 1.34
H -2.71 -1.14 0.03
H -2.23 1.62 -2.47
H -3.67 0.70 -2.04
H -2.39 -0.57 -3.64
H -2.35 -1.40 -2.08
H -0.48 0.53 -4.48
H 1.06 0.46 -3.59
H -0.21 1.56 -3.05
H -0.37 -1.96 -4.12
H -0.43 -2.59 -2.47
H 1.04 -1.79 -3.06

Across the entries above, energy relative to the best compared isomer or geometry (same formula, charge and spin) takes the values 198.1, 199.7, 300.0 kJ/mol, respectively.
Across the entries above, E_tot takes the values -1318.83420, -345.93840, -2324.98343 Ha, respectively.